{
  "formula": "C48H62NO20S3",
  "method": "ωB97M-V with the def2-TZVPD basis set",
  "charge": 1,
  "gap_ev": 7.0,
  "spin_multiplicity": 1,
  "elements": ["C", "C", "C", "C", "C", "C", "N", "O", "C", "C", "C", "H", "H", "H", "H", "H", "H", "H", "H", "H", "H", "H", "H", "H", "H", "H", "H", "H", "H", "O", "S", "O", "O", "C", "C", "C", "H", "H", "H", "H", "H", "H", "H", "H", "O", "S", "O", "O", "C", "C", "C", "H", "H", "H", "H", "H", "H", "H", "H", "O", "S", "O", "O", "C", "C", "C", "H", "H", "H", "H", "H", "H", "H", "H", "C", "C", "C", "O", "C", "C", "C", "O", "H", "H", "H", "H", "C", "C", "C", "O", "C", "C", "C", "O", "H", "H", "H", "H", "C", "C", "C", "O", "C", "C", "C", "O", "H", "H", "H", "H", "C", "C", "C", "O", "C", "C", "C", "O", "H", "H", "H", "H", "C", "C", "C", "O", "C", "C", "C", "O", "H", "H", "H", "H"],
  "coordinates": [[0.581, -2.721, 0.095], [0.182, -1.329, 0.658], [1.507, -0.722, 1.015], [1.535, 0.761, 1.318], [0.876, 1.543, 0.166], [-0.507, 1.034, -0.292], [-0.623, -0.503, -0.286], [-1.639, -0.990, -0.735], [-0.775, 1.559, -1.708], [-1.593, 1.569, 0.670], [-0.621, -1.507, 1.993], [-0.322, -3.321, -0.036], [1.121, -3.325, 0.822], [1.128, -2.655, -0.843], [2.306, -0.890, 0.283], [2.037, -1.244, 1.815], [2.539, 1.173, 1.418], [1.048, 1.028, 2.258], [1.603, 1.468, -0.646], [0.718, 2.602, 0.368], [0.026, 1.312, -2.403], [-0.808, 2.650, -1.695], [-1.741, 1.260, -2.112], [-1.387, 1.323, 1.714], [-2.605, 1.175, 0.589], [-1.637, 2.655, 0.624], [-1.552, -2.043, 1.811], [-0.771, -0.581, 2.546], [-0.112, -2.097, 2.756], [-5.883, -1.375, -0.559], [-5.013, -0.372, -0.003], [-4.114, -0.630, 1.098], [-4.260, 0.492, -1.183], [-5.015, 0.747, -2.363], [-4.113, 1.544, -3.331], [-6.123, 0.903, 0.616], [-5.974, 1.253, -2.234], [-5.279, -0.162, -2.906], [-3.633, 2.392, -2.847], [-4.673, 1.835, -4.221], [-3.420, 0.832, -3.784], [-6.621, 0.484, 1.491], [-6.944, 0.947, -0.098], [-5.582, 1.812, 0.859], [0.652, 0.317, 4.585], [1.909, -0.078, 5.189], [2.891, -0.898, 4.545], [2.772, 1.276, 5.500], [2.060, 2.456, 5.928], [1.776, 3.289, 4.664], [1.702, -0.601, 6.920], [2.582, 2.970, 6.732], [1.120, 2.110, 6.365], [2.671, 3.596, 4.114], [1.421, 4.315, 4.781], [1.139, 2.678, 4.030], [1.357, 0.217, 7.548], [2.707, -0.850, 7.260], [1.073, -1.486, 6.961], [3.349, -4.878, 5.918], [2.966, -4.881, 4.539], [2.624, -6.106, 3.871], [1.746, -3.832, 4.290], [0.708, -3.710, 5.234], [-0.216, -4.910, 5.479], [4.293, -4.026, 3.582], [0.122, -2.872, 4.855], [1.082, -3.420, 6.218], [0.152, -5.685, 6.149], [-0.663, -5.343, 4.584], [-1.099, -4.537, 6.007], [4.335, -4.465, 2.586], [5.259, -4.178, 4.055], [4.003, -2.979, 3.509], [3.302, 4.280, -3.104], [4.407, 4.779, -3.662], [4.506, 6.171, -4.190], [5.563, 6.664, -4.499], [3.217, 6.851, -4.186], [2.059, 6.346, -3.706], [2.050, 5.050, -2.968], [1.013, 4.636, -2.480], [3.382, 3.305, -2.639], [5.379, 4.307, -3.732], [3.167, 7.846, -4.611], [1.191, 6.983, -3.799], [2.392, -4.641, -3.264], [2.295, -4.884, -1.953], [1.231, -5.783, -1.355], [1.095, -5.943, -0.159], [0.615, -6.592, -2.428], [0.721, -6.335, -3.725], [1.571, -5.281, -4.284], [1.466, -4.970, -5.457], [3.113, -3.911, -3.611], [2.852, -4.192, -1.334], [-0.143, -7.311, -2.139], [0.340, -7.070, -4.423], [2.646, -0.301, -4.362], [3.011, 0.508, -5.354], [2.038, 1.225, -6.216], [2.369, 2.044, -7.041], [0.648, 0.814, -5.953], [0.281, -0.120, -5.069], [1.222, -0.676, -4.090], [0.941, -1.381, -3.151], [3.420, -0.786, -3.780], [4.068, 0.579, -5.578], [-0.069, 1.101, -6.713], [-0.745, -0.463, -5.036], [-2.268, -4.473, -1.616], [-1.806, -3.666, -2.599], [-2.694, -2.819, -3.436], [-2.368, -1.935, -4.218], [-4.110, -3.065, -3.181], [-4.604, -3.911, -2.271], [-3.766, -4.637, -1.315], [-4.109, -5.302, -0.364], [-1.498, -4.965, -1.036], [-0.740, -3.764, -2.765], [-4.874, -2.459, -3.651], [-5.684, -3.893, -2.213], [-1.063, 5.822, 0.561], [-1.571, 7.036, 0.346], [-2.105, 7.919, 1.435], [-2.593, 9.014, 1.288], [-2.011, 7.289, 2.776], [-1.490, 6.073, 2.987], [-0.999, 5.220, 1.899], [-0.425, 4.167, 2.073], [-0.621, 5.213, -0.218], [-1.387, 7.540, -0.595], [-2.572, 7.814, 3.539], [-1.621, 5.559, 3.931]],
  "lowdin_charge": [-0.003, -0.388, -0.150, -0.151, -0.107, -0.368, 0.080, 0.215, 0.008, 0.014, 0.035, 0.070, 0.104, 0.069, 0.132, 0.126, 0.130, 0.083, 0.120, 0.114, 0.080, 0.092, 0.062, 0.091, 0.059, 0.082, 0.098, 0.073, 0.084, -0.267, 0.626, -0.286, -0.279, -0.267, -0.051, -0.108, 0.119, 0.105, 0.079, 0.087, 0.066, 0.077, 0.066, 0.076, -0.295, 0.631, -0.269, -0.270, -0.241, -0.064, -0.079, 0.125, 0.099, 0.083, 0.076, 0.046, 0.070, 0.083, 0.049, -0.275, 0.624, -0.276, -0.279, -0.295, -0.056, -0.082, 0.105, 0.098, 0.084, 0.084, 0.080, 0.060, 0.071, 0.036, 0.012, 0.032, -0.393, 0.141, 0.020, 0.034, -0.376, 0.074, 0.112, 0.126, 0.124, 0.119, 0.004, 0.023, -0.382, 0.114, 0.006, 0.011, -0.396, 0.125, 0.120, 0.113, 0.128, 0.132, 0.017, 0.020, -0.386, 0.133, 0.034, 0.023, -0.391, 0.079, 0.116, 0.124, 0.128, 0.099, 0.043, 0.011, -0.364, 0.087, 0.006, 0.021, -0.351, 0.131, 0.097, 0.099, 0.119, 0.126, 0.015, 0.040, -0.375, 0.134, 0.032, 0.022, -0.395, 0.086, 0.106, 0.123, 0.126, 0.123]
}

=====

{
  "formula": "C48H63FN10O7P2Ti",
  "method": "ωB97M-V with the def2-TZVPD basis set",
  "s2": 0.7538,
  "charge": 3,
  "e_above_lowest_kj_mol": 428.4,
  "gap_ev": [6.4, 6.4],
  "spin_multiplicity": 2,
  "elements": ["Ti", "O", "C", "O", "C", "C", "C", "C", "C", "N", "C", "O", "O", "H", "H", "H", "H", "H", "C", "P", "C", "N", "C", "C", "C", "C", "C", "C", "N", "C", "P", "C", "C", "C", "C", "C", "C", "C", "C", "C", "H", "H", "H", "H", "H", "H", "H", "H", "H", "H", "H", "H", "H", "H", "H", "H", "H", "H", "H", "H", "H", "H", "H", "H", "H", "H", "H", "H", "F", "C", "C", "C", "C", "O", "C", "C", "N", "C", "C", "C", "C", "C", "C", "N", "C", "C", "N", "C", "C", "C", "O", "O", "H", "H", "H", "H", "H", "H", "H", "H", "H", "H", "H", "H", "H", "H", "H", "H", "H", "H", "C", "N", "C", "N", "C", "N", "C", "N", "C", "C", "H", "H", "H", "H", "H", "H", "H", "H", "H", "H", "H", "H"],
  "coordinates": [[0.007, 1.524, 0.096], [-0.919, 4.735, -1.934], [-0.352, 3.854, -1.171], [-1.008, 3.117, -0.420], [1.099, 3.727, -1.147], [1.952, 4.488, -1.838], [3.373, 4.291, -1.654], [3.801, 3.438, -0.716], [2.851, 2.712, 0.122], [1.489, 2.751, -0.210], [3.289, 2.058, 1.200], [4.593, 1.972, 1.548], [2.374, 1.527, 2.106], [-1.879, 4.734, -1.789], [1.570, 5.219, -2.541], [4.077, 4.870, -2.237], [4.856, 3.313, -0.511], [4.904, 1.057, 1.516], [-0.870, 3.852, 5.397], [-1.302, 3.018, 3.796], [-0.592, 1.364, 4.280], [-1.378, 0.398, 4.689], [-0.850, -0.780, 5.108], [-1.700, -1.788, 5.619], [-1.152, -2.939, 6.102], [0.255, -3.141, 6.104], [1.093, -2.197, 5.597], [0.545, -0.995, 5.085], [1.354, -0.027, 4.612], [0.825, 1.107, 4.221], [2.180, 2.168, 3.619], [1.865, 3.896, 3.339], [3.657, 2.076, 4.724], [3.094, 2.239, 6.155], [4.444, 0.763, 4.595], [4.571, 3.282, 4.427], [-3.168, 2.879, 3.921], [-3.707, 1.827, 2.940], [-3.693, 2.598, 5.336], [-3.660, 4.261, 3.462], [-1.506, 3.510, 6.210], [-0.978, 4.932, 5.291], [0.159, 3.637, 5.674], [-2.767, -1.608, 5.635], [-1.794, -3.714, 6.503], [0.657, -4.053, 6.527], [2.168, -2.331, 5.593], [1.896, 4.461, 4.268], [0.907, 4.027, 2.850], [2.668, 4.249, 2.689], [2.568, 1.350, 6.495], [2.423, 3.099, 6.247], [3.937, 2.414, 6.825], [3.801, -0.104, 4.499], [5.038, 0.648, 5.505], [5.138, 0.798, 3.759], [4.816, 3.397, 3.374], [4.142, 4.213, 4.799], [5.511, 3.117, 4.957], [-3.310, 0.835, 3.141], [-3.485, 2.100, 1.903], [-4.793, 1.786, 3.050], [-3.154, 1.792, 5.831], [-4.739, 2.289, 5.264], [-3.669, 3.488, 5.965], [-3.303, 4.495, 2.456], [-3.331, 5.057, 4.138], [-4.753, 4.272, 3.449], [-0.115, -1.020, -6.381], [-0.909, -1.266, -5.327], [-0.773, -0.510, -4.213], [-1.601, -0.732, -3.103], [-1.338, -0.111, -1.834], [-0.487, 0.819, -1.673], [-2.055, -0.635, -0.728], [-3.175, -1.377, -0.938], [-3.534, -1.828, -2.154], [-4.966, -2.164, -2.296], [-5.498, -3.471, -2.794], [-5.687, -2.214, -3.601], [-2.633, -1.675, -3.210], [-2.706, -2.495, -4.351], [-1.845, -2.325, -5.421], [-1.882, -3.123, -6.565], [-0.594, -3.544, -7.161], [-0.764, -4.818, -7.961], [-1.886, -4.595, -8.936], [-3.207, -4.361, -8.218], [-2.986, -4.057, -6.739], [-1.664, 0.110, 0.517], [-2.282, 1.131, 0.794], [-0.449, -0.077, 0.984], [-0.018, 0.266, -4.185], [-3.844, -1.630, -0.124], [-5.518, -1.707, -1.489], [-6.355, -3.871, -2.269], [-4.807, -4.232, -3.134], [-6.668, -1.759, -3.627], [-5.132, -2.084, -4.517], [-3.402, -3.320, -4.347], [0.162, -3.722, -6.394], [-0.211, -2.763, -7.816], [-1.024, -5.678, -7.351], [0.148, -5.047, -8.506], [-1.971, -5.378, -9.583], [-1.658, -3.776, -9.499], [-3.815, -5.256, -8.317], [-3.710, -3.540, -8.718], [-2.841, -4.983, -6.171], [-3.907, -3.599, -6.386], [1.327, -1.880, -1.450], [2.301, -2.785, -2.053], [3.023, -2.051, -3.099], [3.697, -0.867, -2.564], [2.696, 0.004, -1.960], [1.934, -0.660, -0.873], [2.922, -1.135, 0.129], [3.934, -2.013, -0.438], [3.267, -3.184, -1.017], [4.628, -1.301, -1.516], [0.796, -2.405, -0.654], [0.623, -1.594, -2.224], [2.309, -1.734, -3.865], [3.762, -2.708, -3.558], [1.989, 0.326, -2.725], [3.199, 0.878, -1.555], [2.384, -1.658, 0.921], [3.417, -0.264, 0.553], [2.740, -3.723, -0.230], [4.016, -3.842, -1.456], [5.374, -1.961, -1.956], [5.136, -0.424, -1.106]],
  "lowdin_spin": [0.931, 0.009, 0.014, 0.002, 0.005, 0.000, 0.002, 0.000, 0.001, -0.001, -0.007, -0.001, 0.004, 0.000, 0.000, 0.000, 0.000, 0.000, 0.001, 0.002, 0.000, 0.000, 0.000, 0.000, 0.000, 0.000, 0.000, 0.000, 0.000, 0.000, 0.000, 0.000, 0.000, 0.000, 0.000, 0.000, 0.000, 0.000, 0.000, 0.000, 0.000, 0.000, 0.000, 0.000, 0.000, 0.000, 0.000, 0.000, 0.000, 0.000, 0.000, 0.000, 0.000, 0.000, 0.000, 0.000, 0.000, 0.000, 0.000, 0.000, 0.000, 0.000, 0.000, 0.000, 0.000, 0.000, 0.000, 0.000, 0.000, 0.001, 0.000, 0.001, 0.006, 0.007, 0.003, 0.002, 0.006, 0.000, 0.000, 0.000, 0.001, 0.000, 0.001, 0.001, 0.000, 0.000, 0.000, 0.000, 0.000, 0.003, 0.013, -0.010, 0.000, 0.000, 0.000, 0.000, 0.000, 0.000, 0.000, 0.000, 0.000, 0.000, 0.000, 0.000, 0.000, 0.000, 0.000, 0.000, 0.000, 0.000, 0.000, 0.000, 0.000, 0.000, 0.000, 0.000, 0.000, 0.000, 0.000, 0.000, 0.000, 0.000, 0.000, 0.000, 0.000, 0.000, 0.000, 0.000, 0.000, 0.000, 0.000, 0.000]
}

=====

{
  "formula": "C48H63GeN2P2PdSi3Te",
  "method": "ωB97M-V with the def2-TZVPD basis set",
  "s2": 0.7655,
  "e_above_lowest_kj_mol": 152.1,
  "gap_ev": [6.3, 5.0],
  "spin_multiplicity": 2,
  "elements": ["Pd", "Te", "C", "C", "C", "N", "C", "C", "C", "P", "C", "C", "C", "C", "C", "C", "C", "C", "C", "C", "C", "C", "P", "C", "C", "C", "C", "C", "C", "C", "C", "C", "C", "C", "C", "H", "H", "H", "H", "H", "H", "H", "H", "H", "H", "H", "H", "H", "H", "H", "H", "H", "H", "H", "H", "H", "H", "H", "H", "C", "Si", "C", "C", "Ge", "Si", "C", "C", "C", "Si", "C", "C", "C", "H", "H", "H", "H", "H", "H", "H", "H", "H", "H", "H", "H", "H", "H", "H", "H", "H", "H", "H", "H", "H", "H", "H", "H", "H", "H", "H", "C", "N", "C", "C", "C", "C", "C", "C", "C", "C", "H", "H", "H", "H", "H", "H", "H", "H", "H", "H", "H", "H"],
  "coordinates": [[0.023, 0.903, -0.022], [-0.142, -4.427, -0.532], [-0.435, -4.746, -2.610], [0.591, -5.239, -3.410], [0.393, -5.335, -4.783], [-0.734, -4.975, -5.397], [-1.726, -4.532, -4.618], [-1.632, -4.415, -3.238], [-0.204, -2.361, -0.420], [1.197, -1.354, -0.445], [2.674, -2.357, 0.043], [2.544, -3.232, 1.118], [3.576, -4.068, 1.509], [4.781, -4.048, 0.824], [4.929, -3.196, -0.260], [3.886, -2.366, -0.654], [1.757, -0.824, -2.108], [1.391, -1.533, -3.249], [1.961, -1.240, -4.480], [2.930, -0.246, -4.578], [3.308, 0.460, -3.445], [2.711, 0.184, -2.221], [-1.611, -1.365, 0.040], [-1.971, -0.293, -1.425], [-1.682, -0.698, -2.734], [-1.955, 0.128, -3.807], [-2.525, 1.388, -3.598], [-2.816, 1.805, -2.313], [-2.534, 0.964, -1.236], [-3.087, -2.447, -0.005], [-3.246, -3.356, 1.044], [-4.346, -4.198, 1.099], [-5.318, -4.132, 0.108], [-5.184, -3.218, -0.926], [-4.079, -2.376, -0.980], [1.549, -5.515, -2.983], [1.192, -5.709, -5.419], [-2.649, -4.258, -5.123], [-2.481, -4.062, -2.666], [1.606, -3.272, 1.647], [3.436, -4.738, 2.350], [5.592, -4.700, 1.123], [5.858, -3.184, -0.819], [4.033, -1.742, -1.521], [0.669, -2.334, -3.164], [1.661, -1.802, -5.357], [3.391, -0.028, -5.535], [4.074, 1.224, -3.506], [3.027, 0.734, -1.340], [-1.237, -1.669, -2.889], [-1.719, -0.200, -4.814], [-2.731, 2.038, -4.442], [-3.229, 2.791, -2.126], [-2.787, 1.294, -0.238], [-2.494, -3.412, 1.824], [-4.445, -4.904, 1.916], [-6.181, -4.787, 0.148], [-5.942, -3.156, -1.699], [-3.999, -1.663, -1.791], [1.845, 2.695, 4.639], [1.306, 2.752, 2.836], [2.811, 2.636, 1.729], [0.473, 4.423, 2.628], [-0.144, 0.856, 2.460], [0.744, -0.900, 3.844], [2.595, -1.005, 3.585], [0.463, -0.494, 5.656], [-0.184, -2.520, 3.610], [-2.352, 1.199, 3.372], [-2.017, 2.070, 5.007], [-3.597, 2.276, 2.475], [-3.183, -0.444, 3.689], [2.414, 3.615, 4.831], [2.485, 1.849, 4.902], [0.984, 2.700, 5.316], [3.360, 3.585, 1.726], [2.520, 2.407, 0.705], [3.488, 1.847, 2.074], [0.978, 5.125, 3.302], [-0.590, 4.414, 2.891], [0.556, 4.803, 1.604], [3.080, -0.177, 4.112], [2.885, -0.953, 2.536], [2.995, -1.938, 3.996], [0.957, 0.418, 6.003], [0.886, -1.339, 6.217], [-0.600, -0.442, 5.911], [-0.485, -2.696, 2.576], [-1.088, -2.489, 4.226], [0.410, -3.373, 3.959], [-1.614, 3.075, 4.840], [-1.320, 1.534, 5.658], [-2.966, 2.181, 5.548], [-3.277, 3.319, 2.385], [-4.510, 2.265, 3.083], [-3.862, 1.906, 1.480], [-2.521, -1.154, 4.191], [-3.517, -0.906, 2.755], [-4.061, -0.291, 4.328], [2.284, 3.661, -4.418], [1.819, 3.907, -3.066], [2.905, 3.948, -2.108], [0.759, 2.995, -2.647], [-0.077, 3.569, -1.523], [-0.593, 4.858, -1.710], [-1.449, 5.444, -0.795], [-1.800, 4.739, 0.352], [-1.285, 3.468, 0.550], [-0.418, 2.872, -0.369], [3.039, 4.404, -4.683], [1.454, 3.758, -5.121], [2.730, 2.663, -4.557], [3.616, 4.732, -2.377], [3.456, 2.993, -2.047], [2.512, 4.174, -1.114], [1.143, 2.013, -2.358], [0.110, 2.825, -3.511], [-0.300, 5.394, -2.607], [-1.844, 6.437, -0.976], [-2.467, 5.176, 1.089], [-1.557, 2.935, 1.446]],
  "lowdin_spin": [0.385, 0.007, 0.005, 0.001, 0.000, 0.001, 0.000, 0.001, 0.047, 0.005, -0.002, -0.001, 0.000, -0.001, 0.000, -0.001, 0.003, 0.000, 0.000, -0.001, 0.001, 0.002, 0.071, 0.018, -0.001, 0.008, -0.001, 0.008, 0.010, 0.010, 0.003, 0.000, 0.003, 0.000, 0.005, 0.000, 0.000, 0.000, 0.000, 0.000, 0.000, 0.000, 0.000, 0.000, 0.000, 0.000, 0.000, 0.000, 0.002, 0.000, 0.001, 0.000, 0.000, 0.001, 0.000, 0.000, 0.000, 0.000, 0.001, 0.014, 0.039, 0.008, 0.005, 0.065, 0.001, 0.000, -0.002, 0.001, -0.002, 0.001, 0.000, -0.001, 0.003, 0.000, 0.000, 0.000, 0.008, 0.000, 0.001, 0.001, 0.000, 0.000, 0.000, 0.000, 0.000, 0.000, 0.000, 0.000, 0.000, 0.000, 0.000, 0.000, 0.000, 0.000, 0.000, 0.000, 0.000, 0.000, 0.000, 0.000, 0.000, 0.000, 0.006, 0.029, 0.007, -0.001, 0.008, 0.034, 0.171, 0.000, 0.000, 0.000, 0.000, 0.000, 0.000, 0.003, 0.000, 0.001, 0.000, 0.001, 0.006]
}